Entry 1:
The following is a DFT calculation (ωB97M-V/def2-TZVPD) of a cluster of 10 separate species, C25H75N15O10 in total in a non-equilibrium geometry.

Atoms and positions in Å:
O: 6.1486 2.3823 -0.0093
O: -2.1395 -0.6900 -0.1182
O: 0.2743 1.6861 -7.1689
O: -6.3780 3.5261 0.8392
O: 1.0444 -5.0348 -0.6965
O: -1.0826 2.2634 2.3662
O: -3.2386 -3.4954 3.3467
O: -2.5508 -3.0895 -2.6147
O: 1.6098 -0.1332 -3.3176
O: 1.0122 -2.1942 3.5448
N: -0.8089 -0.9817 -1.8266
N: -3.0313 -3.2374 1.1013
N: -0.5373 3.6182 -5.2812
N: 4.3131 3.2789 -1.7084
N: 1.6890 1.9501 -2.5137
N: -0.1101 0.2641 -0.2311
N: 2.6950 -5.0330 2.7378
N: -4.1770 -2.0463 -1.6275
N: 0.2837 4.0826 2.6270
N: 3.4967 0.7269 -2.7691
N: -4.6861 -3.3600 -3.2353
N: -2.8068 3.6362 -0.1380
N: -2.9264 -1.5337 2.4053
N: 0.1624 2.6621 4.1939
N: 3.2046 -2.2269 6.4838
C: -3.7560 -2.8820 -2.4960
C: -0.2884 2.9334 2.9989
C: 1.9377 -5.5868 1.5791
C: 4.0825 3.4183 -0.2982
C: -4.1568 3.1791 -0.1113
C: 1.5527 -4.4967 0.5376
C: -3.0495 -2.8223 2.3678
C: 4.8519 2.3476 0.4693
C: -1.0705 -0.4840 -0.6857
C: 2.3638 -2.8601 5.4903
C: -1.3108 1.8490 -3.7913
C: 0.8335 -1.2016 2.5741
C: 0.6015 -4.0735 -1.6260
C: 1.3857 -3.7640 6.2720
C: -0.3127 2.1783 -4.9900
C: -5.0055 3.8026 1.0246
C: 2.2136 0.8397 -2.9322
C: -4.0544 1.6706 -0.1428
C: 0.1905 1.1151 -8.4441
C: 2.5885 3.4146 0.1919
C: 7.1353 1.5030 0.5928
C: -7.1871 4.4550 1.5130
C: 1.7561 -1.6933 4.6621
C: 0.8099 -6.3179 2.3102
C: -0.5880 1.2440 -6.2000
H: -1.3694 3.6560 -5.8525
H: -5.1408 -1.7948 -1.4602
H: 2.3748 3.4333 1.2606
H: 0.8368 0.2623 -0.5824
H: -1.5987 1.4536 -6.5501
H: 3.5663 -2.9910 7.0366
H: 2.2224 -4.2081 3.0788
H: -0.0089 -5.6416 2.5556
H: -0.4907 0.2035 -5.8901
H: 8.0980 1.6901 0.1172
H: 0.0956 -4.6073 -2.4305
H: 0.9258 -4.3683 5.4901
H: 3.0465 -3.3576 4.8015
H: -0.1691 0.6690 0.6924
H: 0.0663 1.7734 4.6642
H: 3.9988 1.5378 -2.4365
H: -2.3485 3.3827 0.7256
H: 0.7324 2.0181 -4.7250
H: 0.8275 3.2982 4.6099
H: 0.3847 1.8425 -9.2323
H: -2.3651 3.2002 -0.9349
H: -1.3133 -1.7558 -2.2346
H: 6.7758 0.4885 0.4206
H: 1.0180 0.4366 -8.6513
H: -5.0932 1.3406 -0.1416
H: -3.5367 1.3560 -1.0489
H: 0.9302 -3.7181 0.9785
H: 3.5517 -4.6243 2.3925
H: 0.5707 -3.2220 6.7518
H: 1.8802 -4.2568 7.1090
H: 0.3761 -1.7253 1.7346
H: 2.6403 -1.6929 7.1292
H: 1.2040 -6.8376 3.1835
H: 5.3050 3.0892 -1.6920
H: 0.6990 2.0254 -2.6990
H: 1.7656 -0.7497 2.2347
H: -3.4171 -1.5139 -1.2284
H: -1.7492 0.8643 -3.9533
H: -2.6409 -1.1324 1.5235
H: -6.8569 4.5593 2.5465
H: -4.9093 4.8878 1.0609
H: -3.5315 1.2412 0.7118
H: -8.1779 4.0033 1.4647
H: -0.1513 4.4204 1.7804
H: 0.2011 3.9111 -5.9049
H: 0.0507 -0.6543 -2.2438
H: -0.1165 -3.4095 -1.1446
H: 4.1986 4.2488 -1.9659
H: -3.2179 -4.2219 0.9743
H: -0.7520 1.9541 -2.8613
H: 3.8372 -0.2237 -2.7918
H: -2.2132 2.4581 -3.7384
H: -5.6600 -3.1770 -3.0398
H: -3.0881 -0.9476 3.2118
H: -0.6746 0.4625 -8.5622
H: 4.4807 4.3801 0.0248
H: -2.9003 -2.5756 0.3498
H: 2.6112 -6.3210 1.1371
H: 4.3947 1.3919 0.2127
H: 0.5284 -7.1552 1.6716
H: 2.6033 -1.0812 4.3528
H: 1.9707 4.2385 -0.1651
H: 7.2316 1.7805 1.6425
H: 0.1061 -0.4797 2.9451
H: 2.5642 -4.1449 0.3345
H: 4.7641 2.4896 1.5464
H: -4.4379 -4.0108 -3.9667
H: -4.6287 3.4168 -1.0647
H: -7.1327 5.4197 1.0085
H: 2.1013 2.4585 0.0005
H: 1.1214 -1.0671 5.2891
H: 2.3612 2.6524 -2.2399
H: 0.8334 4.5114 3.3578
H: -4.6342 3.4933 2.0016
H: 1.4884 -3.5223 -1.9387

Values from the calculation:
Multiplicity: 2
Frontier orbital gap (spin up / spin down): 0.0757 / 0.3151 Ha
ΔE to the lowest compared entry with this formula, charge and spin: 2.1 kcal per mole
Charge: -1



Entry 2:
The following is a DFT calculation (ωB97M-V/def2-TZVPD) of a cluster of 15 separate species, C25H76F3N6O15 in total in a non-equilibrium geometry.

Atoms and positions in Å:
F: -1.1206 -1.8424 -0.2951
F: 0.2145 -2.7344 1.2008
F: -1.5605 -1.6323 1.8081
O: -1.1648 6.3663 2.9393
O: -6.6634 -2.9996 4.9103
O: -3.3984 1.1354 -4.0259
O: -0.7327 5.8273 -2.0189
O: -2.1063 -7.8732 1.0413
O: 4.7305 3.8352 4.5689
O: 4.3525 -3.4805 0.1573
O: 0.5633 2.1664 -6.8022
O: -8.7349 -2.6678 -0.9650
O: 1.5468 -4.6015 -0.0754
O: -2.7067 -5.1461 0.9346
O: -0.1765 -1.4148 -3.2133
O: -7.6057 -2.8932 1.9796
O: 0.1586 -0.4756 0.9787
O: 6.6049 5.0411 -0.5311
N: 5.0764 1.7782 -0.2665
N: 1.4065 2.3386 -0.2125
N: 3.7128 2.3129 -2.1515
N: 5.2463 0.5276 -2.2573
N: 4.8120 -0.3181 3.0186
N: 2.3933 0.2014 0.2647
C: -2.3972 -8.6813 -0.0891
C: 5.4771 5.8530 -0.8425
C: 1.1217 3.5865 0.1494
C: 3.2392 0.0801 -0.9720
C: 4.2666 1.1890 -1.3277
C: -3.8579 -4.3601 0.6380
C: 4.1699 3.9851 5.8721
C: 2.0758 1.6058 0.6774
C: 4.3285 -0.8595 1.7070
C: -9.9827 -2.0026 -1.1137
C: 2.8077 -0.6841 1.4272
C: -7.2131 -3.9045 5.8625
C: 1.0630 -0.3903 -0.1415
C: 1.2894 1.0569 -7.3206
C: 1.4537 4.3038 1.3502
C: 2.4859 2.1834 1.9126
C: -0.2869 7.0375 -2.6251
C: 2.2140 3.5323 2.3338
C: -6.6373 -1.8486 1.9171
C: 5.0421 -4.7214 0.2845
C: 1.2569 -5.4186 -1.2122
C: -0.5406 -1.6257 0.9323
C: -4.0420 2.2245 -4.6816
C: -0.8334 -0.3219 -3.8658
C: -1.3423 5.4433 4.0091
H: 6.0910 -4.5163 0.4901
H: -4.1055 -3.7293 1.4959
H: -1.7970 -0.6493 -4.2523
H: 2.4071 -1.7113 1.2311
H: 2.3407 1.1354 -7.0313
H: -2.1571 -8.1388 -1.0089
H: -8.2257 -3.5939 6.1303
H: 0.2037 -5.7068 -1.2025
H: 5.2453 0.5961 2.9006
H: 1.2030 1.0331 -8.4093
H: -3.9720 0.8587 -3.3029
H: 5.2367 6.4992 0.0051
H: 5.9881 1.2117 -2.4092
H: 3.4240 -3.6918 -0.0255
H: 2.5502 -0.0074 -1.8536
H: -6.5876 -3.8947 6.7529
H: 3.5025 3.1227 -1.5743
H: -0.9638 5.2206 -2.7311
H: 4.5335 -1.9550 1.7808
H: 3.7829 -0.9023 -0.9673
H: 0.5897 6.8422 -3.2477
H: 0.5786 0.1536 -0.9786
H: -0.0198 7.7415 -1.8395
H: 1.1900 5.3618 1.5495
H: -8.2781 -2.2552 -0.2230
H: -4.6929 -5.0257 0.4270
H: -1.0856 7.4646 -3.2353
H: -1.7906 -9.5840 -0.0376
H: -4.1833 3.0514 -3.9810
H: 0.8691 0.1421 -6.9067
H: 5.6881 6.4631 -1.7237
H: 4.7689 1.5949 0.6814
H: -0.7460 -1.6968 -2.4894
H: -5.0091 1.9042 -5.0755
H: 0.5263 4.1868 -0.6047
H: 4.6189 -5.2990 1.1091
H: -2.6542 -7.0778 0.9767
H: 4.0327 -0.2597 3.6788
H: 1.2052 -1.4338 -0.5270
H: -0.2104 0.0168 -4.6913
H: -0.4325 4.8548 4.1188
H: 4.6270 5.2040 -1.0510
H: 1.8739 -6.3130 -1.1633
H: -6.1114 -1.7783 2.8715
H: 5.2743 2.7702 -0.3976
H: -2.1792 4.7770 3.7858
H: 3.1438 4.3361 5.7716
H: -1.5358 5.9866 4.9369
H: 0.9499 2.9633 -7.1802
H: -7.1461 -0.9070 1.7162
H: -5.9261 -2.0542 1.1122
H: 2.3066 -0.4015 2.3856
H: 4.9614 -5.2889 -0.6449
H: -3.4111 2.5549 -5.5046
H: -10.5191 -2.4526 -1.9470
H: 0.9916 -3.8178 -0.1380
H: -10.5755 -2.1134 -0.2020
H: -7.2342 -4.9156 5.4483
H: 4.7342 0.3634 -3.1328
H: 7.3417 5.6348 -0.3507
H: -1.9812 6.8717 2.8634
H: 5.0399 -0.4789 0.9439
H: 3.0466 1.5556 2.6411
H: -0.9743 0.4990 -3.1595
H: -7.2347 -3.0251 4.1308
H: 4.3410 2.5340 -2.9164
H: 2.5359 3.9520 3.3007
H: 4.7451 4.7162 6.4433
H: -3.4548 -8.9593 -0.0889
H: -3.6623 -3.7368 -0.2384
H: 4.1721 3.0245 6.3924
H: -7.1283 -3.7126 2.1575
H: -1.9830 -4.5382 1.1174
H: 1.4842 -4.8735 -2.1315
H: -9.8190 -0.9417 -1.3220
H: 5.6355 3.5251 4.6826

Values from the calculation:
Multiplicity: 1
Frontier orbital gap: 0.3179 Ha
Charge: +1